# C4H7NO

The molecule C4H7NO in a non-equilibrium geometry (wB97M-V/def2-TZVPD, OMol25).

Calculated values
Frontier orbital gap   8.04 eV
ΔE to the lowest compared entry with this formula, charge and spin   624.7 kJ/mol
LUMO energy   0.0145 hartree
HOMO energy   -7.7 eV
Charge   0

CARTESIAN COORDINATES (ANGSTROEM)
1 C -0.27219 0.73287 1.85728
2 C -0.20789 0.06823 -0.09201
3 O 1.01375 0.50366 0.69482
4 C 0.28350 -0.95348 -1.11042
5 C -0.70814 -1.14963 -2.17258
6 N -1.49225 -1.27551 -3.01299
7 H 0.38319 1.35442 2.48408
8 H -1.17987 1.27160 1.60474
9 H -0.47148 -0.22672 2.31178
10 H -0.57142 0.95335 -0.62546
11 H 1.49639 1.26567 0.31199
12 H 0.50493 -1.92717 -0.65855
13 H 1.22147 -0.61728 -1.59268

Forces on the atoms, in the same order (eV/Å):
C -0.18 0.13 0.54
C 0.02 0.01 -0.40
O 0.24 0.11 -0.08
C -0.03 -0.08 0.01
C -0.62 -0.10 -0.66
N 0.69 0.11 0.77
H -0.07 -0.11 -0.12
H 0.11 -0.12 -0.08
H 0.03 0.07 -0.10
H 0.07 -0.09 0.04
H -0.08 -0.09 0.01
H -0.07 0.14 -0.02
H -0.12 0.02 0.09